#A
Density functional theory data (ωB97M-V/def2-TZVPD) for C4H4O in the gas phase.

Geometry as XYZ:
```
9
C4H4O ωB97M-V/def2-TZVPD
C 0.040 1.168 0.169
C -0.505 -1.135 -0.104
C 0.253 -0.203 0.556
C 0.832 0.270 -0.816
O 1.566 -0.296 0.208
H -0.971 1.463 -0.150
H 0.570 1.792 0.765
H -0.178 -2.118 -0.243
H -1.608 -0.941 -0.384
```

Properties
Lowest unoccupied orbital energy, eV: 0.95
Spin multiplicity: 1
Molar mass, g mol⁻¹: 68.08
Kohn-Sham gap, hartree: 0.3856
E_HOMO, eV: -9.544

Atomic partial charges in e from the Mulliken method, atoms 1 to 8: -0.282 -0.533 0.384 -0.299 -0.251 0.210 0.274 0.300


#B
Density functional theory data (ωB97M-V/def2-TZVPD) for C4H4O in the gas phase.

Geometry as XYZ:
```
9
C4H4O ωB97M-V/def2-TZVPD
C -1.287 -0.013 0.096
C 0.890 -0.025 -0.545
C -0.114 -0.854 0.290
C -0.091 0.818 0.244
O -2.459 0.007 -0.046
H 1.964 0.199 -0.231
H 0.852 -0.209 -1.655
H -0.126 -1.619 1.000
H 0.371 1.696 0.847
```

Properties
Lowest unoccupied orbital energy, eV: 0.93
Spin multiplicity: 1
Molar mass, g mol⁻¹: 68.08
Kohn-Sham gap, hartree: 0.3871
E_HOMO, eV: -9.604

Atomic partial charges in e from the Mulliken method, atoms 1 to 8: 0.604 -0.364 -0.439 -0.285 -0.545 0.240 0.201 0.337


Of them, the most stable is #B and the least stable is #A.


#A
Density functional theory data (ωB97M-V/def2-TZVPD) for C4H4O in the gas phase.

Geometry as XYZ:
```
9
C4H4O ωB97M-V/def2-TZVPD
C 0.152 -1.183 -0.701
C -0.962 -1.282 0.697
C -0.119 0.830 0.521
C 0.547 0.121 -0.657
O -0.965 -0.093 1.111
H 0.549 -2.004 -1.237
H 0.652 1.173 1.332
H -0.848 1.620 0.189
H 0.993 0.819 -1.254
```

Properties
Lowest unoccupied orbital energy, eV: 0.63
Spin multiplicity: 1
Molar mass, g mol⁻¹: 68.08
Kohn-Sham gap, hartree: 0.3383
E_HOMO, eV: -8.578

Atomic partial charges in e from the Mulliken method, atoms 1 to 8: -0.484 -0.204 -0.270 -0.272 -0.096 0.405 0.260 0.259


#B
Density functional theory data (ωB97M-V/def2-TZVPD) for C4H4O in the gas phase.

Geometry as XYZ:
```
9
C4H4O ωB97M-V/def2-TZVPD
C -1.813 0.240 -0.076
C -0.363 0.080 -0.035
C 0.837 -0.058 0.004
C 2.264 -0.300 0.108
O 3.118 0.430 -0.341
H -2.092 1.295 -0.004
H -2.284 -0.302 0.751
H -2.213 -0.155 -1.015
H 2.526 -1.228 0.649
```

Properties
Lowest unoccupied orbital energy, eV: 0.34
Spin multiplicity: 1
Molar mass, g mol⁻¹: 68.08
Kohn-Sham gap, hartree: 0.3947
E_HOMO, eV: -10.397

Atomic partial charges in e from the Mulliken method, atoms 1 to 8: -1.219 0.931 -0.007 -0.414 -0.436 0.293 0.294 0.285


Of them, the most stable is #B and the least stable is #A.


#A
Density functional theory data (ωB97M-V/def2-TZVPD) for CH2OS in the gas phase.

Geometry as XYZ:
```
5
CH2OS ωB97M-V/def2-TZVPD
C 0.517 0.352 -0.067
H -1.498 -1.312 0.228
H 0.877 1.520 0.068
O 1.409 -0.481 -0.114
S -1.305 -0.079 -0.116
```

Properties
Lowest unoccupied orbital energy, eV: 0.52
Spin multiplicity: 1
Molar mass, g mol⁻¹: 62.09
Kohn-Sham gap, hartree: 0.3953
E_HOMO, eV: -10.241

Now the Mulliken charges, all in e: 0.155 0.155 0.278 -0.393 -0.195


#B
Density functional theory data (ωB97M-V/def2-TZVPD) for CH2OS in the gas phase.

Geometry as XYZ:
```
5
CH2OS ωB97M-V/def2-TZVPD
C -0.300 -0.047 0.000
O 0.630 0.968 0.000
S 1.388 -0.533 0.000
H -0.859 -0.194 0.920
H -0.859 -0.194 -0.920
```

Properties
Lowest unoccupied orbital energy, eV: 0.36
Spin multiplicity: 1
Molar mass, g mol⁻¹: 62.09
Kohn-Sham gap, hartree: 0.3414
E_HOMO, eV: -8.928

Now the Mulliken charges, all in e: -0.146 -0.266 -0.031 0.221 0.221


Of them, the most stable is #A and the least stable is #B.


#A
Density functional theory data (ωB97M-V/def2-TZVPD) for 2 unconnected molecules or ions with the total composition C2H8N2O.

Geometry as XYZ:
```
13
C2H8N2O ωB97M-V/def2-TZVPD
O -2.793 0.455 0.080
C -2.172 -0.576 0.034
H -1.804 -0.871 -0.954
H -1.930 -1.248 0.863
N 0.652 0.644 1.100
C 1.214 -0.263 0.149
N 0.575 -0.094 -1.215
H 1.183 0.839 1.922
H 0.259 1.493 0.742
H 2.253 0.047 -0.046
H 1.159 -1.326 0.363
H 0.075 0.783 -1.194
H 1.329 0.117 -1.845
```

Properties
Lowest unoccupied orbital energy, eV: 1.03
Spin multiplicity: 1
Molar mass, g mol⁻¹: 76.10
Kohn-Sham gap, hartree: 0.3741
E_HOMO, eV: -9.153

Atomic partial charges in e from the Mulliken method, atoms 1 to 8: -0.424 -0.103 0.278 0.236 -0.455 -0.333 -0.603 0.193


#B
Density functional theory data (ωB97M-V/def2-TZVPD) for 2 unconnected molecules or ions with the total composition C2H8N2O.

Geometry as XYZ:
```
13
C2H8N2O ωB97M-V/def2-TZVPD
C 2.438 1.560 -0.776
N 1.783 0.390 -0.054
C 0.556 0.293 0.335
N -0.013 -0.685 0.920
H 1.889 1.894 -1.642
H 3.446 1.359 -0.995
H 2.304 2.447 -0.162
H 2.319 -0.502 0.015
H -0.102 1.009 -0.130
H -1.033 -0.446 0.965
H -4.678 -2.936 -0.083
H -4.593 -2.290 1.264
O -4.315 -2.092 0.341
```

Properties
Lowest unoccupied orbital energy, eV: 1.00
Spin multiplicity: 1
Molar mass, g mol⁻¹: 76.10
Kohn-Sham gap, hartree: 0.3533
E_HOMO, eV: -8.612

Atomic partial charges in e from the Mulliken method, atoms 1 to 8: -0.824 -0.242 0.087 -0.714 0.311 0.304 0.304 0.273


Of them, the most stable is #B and the least stable is #A.


#A
Density functional theory data (ωB97M-V/def2-TZVPD) for 2 unconnected molecules or ions with the total composition C2H8N2O.

Geometry as XYZ:
```
13
C2H8N2O ωB97M-V/def2-TZVPD
C 0.493 -0.850 -2.132
N -0.193 1.862 -1.766
C 0.471 1.103 -0.821
N 0.690 -0.138 -0.873
H 1.365 -0.659 -2.759
H -0.429 -0.558 -2.636
H 0.341 -1.894 -1.874
H -0.260 1.464 -2.681
H -0.589 2.767 -1.597
H 0.944 1.698 -0.052
H -1.584 -2.307 4.867
H -0.694 -1.534 3.916
O -1.032 -1.520 4.819
```

Properties
Lowest unoccupied orbital energy, eV: 0.90
Spin multiplicity: 1
Molar mass, g mol⁻¹: 76.10
Kohn-Sham gap, hartree: 0.3635
E_HOMO, eV: -8.989

Atomic partial charges in e from the Mulliken method, atoms 1 to 8: -0.800 -0.388 0.140 -0.461 0.283 0.275 0.266 0.165


#B
Density functional theory data (ωB97M-V/def2-TZVPD) for 2 unconnected molecules or ions with the total composition C2H8N2O.

Geometry as XYZ:
```
13
C2H8N2O ωB97M-V/def2-TZVPD
C 0.293 2.911 -3.478
O 0.732 2.207 -2.332
H -0.065 3.928 -3.210
H -0.544 2.441 -3.982
H 1.082 2.993 -4.192
N -1.027 -2.933 2.154
C -0.351 -1.889 2.716
N 0.070 -1.026 1.788
H 1.181 1.411 -2.681
H -0.873 -3.567 3.020
H -0.221 -1.783 3.819
H 0.256 -0.081 1.978
H 0.377 -1.419 0.887
```

Properties
Lowest unoccupied orbital energy, eV: 0.74
Spin multiplicity: 1
Molar mass, g mol⁻¹: 76.10
Kohn-Sham gap, hartree: 0.3553
E_HOMO, eV: -8.928

Atomic partial charges in e from the Mulliken method, atoms 1 to 8: -0.523 -0.485 0.210 0.252 0.247 -0.625 0.094 -0.392


#C
Density functional theory data (ωB97M-V/def2-TZVPD) for 2 unconnected molecules or ions with the total composition C2H8N2O.

Geometry as XYZ:
```
13
C2H8N2O ωB97M-V/def2-TZVPD
C 0.874 -0.213 -0.770
C 0.443 0.898 -0.188
N 1.065 2.115 -0.083
N 0.276 -1.497 -0.641
H 1.923 -0.136 -1.083
H -0.445 0.812 0.431
H 1.721 2.339 -0.801
H 0.861 2.866 0.528
H 0.907 -2.217 -0.324
H -0.398 -1.783 -1.338
H -1.489 -1.308 0.824
H -2.030 -0.269 1.888
O -2.245 -1.043 1.364
```

Properties
Lowest unoccupied orbital energy, eV: 1.04
Spin multiplicity: 1
Molar mass, g mol⁻¹: 76.10
Kohn-Sham gap, hartree: 0.3270
E_HOMO, eV: -7.856

Atomic partial charges in e from the Mulliken method, atoms 1 to 8: -0.335 0.131 -0.416 -0.454 0.198 0.055 0.182 0.181


Of them, the most stable is #A and the least stable is #B.


#A
Density functional theory data (ωB97M-V/def2-TZVPD) for C2H4N2OS2 in the gas phase.

Geometry as XYZ:
```
11
C2H4N2OS2 ωB97M-V/def2-TZVPD
C -0.773 0.157 0.888
C 1.949 -0.753 -1.035
H -2.403 2.211 -1.357
H -1.106 0.459 1.890
H 0.322 -1.266 1.792
H 2.150 0.128 -0.362
N -1.167 0.705 -0.198
N 0.156 -0.868 0.899
O 2.594 -1.019 -2.006
S -2.300 1.975 -0.030
S 0.577 -1.731 -0.479
```

Properties
Lowest unoccupied orbital energy, eV: 0.49
Spin multiplicity: 1
Molar mass, g mol⁻¹: 136.20
Kohn-Sham gap, hartree: 0.3326
E_HOMO, eV: -8.564

Atomic partial charges in e from the Mulliken method, atoms 1 to 8: 0.138 0.122 0.158 0.329 0.228 0.275 -0.393 -0.246


#B
Density functional theory data (ωB97M-V/def2-TZVPD) for C2H4N2OS2 in the gas phase.

Geometry as XYZ:
```
11
C2H4N2OS2 ωB97M-V/def2-TZVPD
C 0.102 0.164 0.269
C 0.336 1.461 -0.337
H -0.208 -0.120 -2.923
H -0.587 -1.852 -0.156
H 0.247 1.311 -1.351
H -0.613 -0.799 2.966
N -0.403 -0.830 -0.542
N 0.132 0.154 1.515
O -0.475 -1.128 2.077
S 0.591 -1.192 -1.920
S 0.879 2.831 0.402
```

Properties
Lowest unoccupied orbital energy, eV: -1.19
Spin multiplicity: 1
Molar mass, g mol⁻¹: 136.20
Kohn-Sham gap, hartree: 0.2886
E_HOMO, eV: -9.045

Atomic partial charges in e from the Mulliken method, atoms 1 to 8: 0.746 -0.295 0.174 0.353 0.117 0.352 -0.369 -0.308


Of them, the most stable is #A and the least stable is #B.